Version a
This record from the Open Molecules 2025 dataset describes the ion C4H13N2S with charge +1. The level of theory is ωB97M-V/def2-TZVPD.

ORCA input file:
```
! wB97M-V def2-TZVPD RIJCOSX def2/J DEFGRID3
* xyz 1 1
N -2.603 0.926 0.305
C -1.582 0.446 1.228
C -0.181 0.904 0.837
N 0.067 0.345 -0.563
C 0.641 -1.031 -0.458
C 2.169 -0.955 -0.431
S 2.889 -0.157 -1.935
H -3.467 0.554 0.689
H -2.683 1.930 0.451
H -1.521 -0.643 1.262
H -1.661 0.750 2.279
H 0.487 0.426 1.545
H -0.092 1.983 0.735
H 0.628 0.800 -1.299
H -0.870 0.315 -0.987
H 0.266 -1.606 0.387
H 0.313 -1.644 -1.302
H 2.468 -1.997 -0.423
H 2.438 -0.219 0.318
H 2.295 -1.126 -2.637
*
```

Computed properties:
**LUMO level**: -2.74 eV
**Kohn-Sham gap**: 10.67 eV

Version b
This record from the Open Molecules 2025 dataset describes the ion C4H13N2S with charge +1. The level of theory is ωB97M-V/def2-TZVPD.

ORCA input file:
```
! wB97M-V def2-TZVPD RIJCOSX def2/J DEFGRID3
* xyz 1 1
N 0.029 -1.429 -1.985
C -1.145 -1.688 -1.075
C -0.518 -2.059 0.268
N 0.722 -1.303 0.447
C 0.917 0.120 0.880
C -0.331 0.925 0.647
S 0.012 2.756 0.614
H -0.066 -0.579 -2.539
H 0.270 -2.206 -2.581
H 0.846 -1.289 -1.178
H -1.758 -0.794 -1.015
H -1.742 -2.544 -1.379
H -1.230 -2.083 1.102
H -0.220 -3.107 0.251
H 1.347 -1.887 0.978
H 1.680 0.471 0.184
H 1.263 0.203 1.911
H -0.611 0.751 -0.398
H -1.200 0.815 1.286
H 1.334 2.686 0.820
*
```

Computed properties:
**LUMO level**: -3.25 eV
**Kohn-Sham gap**: 9.10 eV

Version c
This record from the Open Molecules 2025 dataset describes a cluster of 2 separate species, C4H13N2S in total. The level of theory is ωB97M-V/def2-TZVPD.

ORCA input file:
```
! wB97M-V def2-TZVPD RIJCOSX def2/J DEFGRID3
* xyz 1 1
C -0.193 0.380 1.498
C 2.425 0.850 -0.388
C -2.221 -0.330 -1.104
C 0.401 -0.525 0.399
N 1.627 -0.419 -0.141
N -0.795 -0.082 -1.334
S -0.077 -2.344 0.567
H 0.190 1.439 1.334
H 0.414 0.061 2.372
H -1.326 0.196 1.481
H 3.401 0.563 -0.107
H 2.533 1.224 -1.500
H 2.045 1.708 0.167
H -2.308 -1.393 -0.857
H -2.390 0.337 -0.246
H -3.073 -0.044 -1.858
H 2.169 -1.082 -0.588
H -0.549 0.924 -1.299
H -0.533 -0.491 -2.264
H -1.012 -2.178 1.409
*
```

Computed properties:
**LUMO level**: -3.35 eV
**Kohn-Sham gap**: 10.52 eV

Which one is most stable, and which one is least stable? version a is the most stable of them, while version c is the least stable.

Version a
This record from the Open Molecules 2025 dataset describes a cluster of 6 separate species, H12O6 in total. The level of theory is ωB97M-V/def2-TZVPD.

ORCA input file:
```
! wB97M-V def2-TZVPD RIJCOSX def2/J DEFGRID3
* xyz 0 1
O -2.851 -0.726 -0.424
H -2.769 -1.162 -1.252
H -2.470 0.177 -0.480
O -1.946 1.792 -0.267
H -1.058 1.890 0.051
H -2.013 2.487 -0.924
O 0.737 1.854 0.752
H 1.638 2.113 0.588
H 0.781 0.938 0.985
O -0.521 -1.784 0.940
H -0.903 -1.752 1.860
H -1.333 -1.634 0.429
O 2.995 0.659 -0.388
H 2.577 0.566 -1.235
H 2.665 -0.224 -0.009
O 1.679 -1.717 -0.505
H 1.023 -1.782 0.256
H 1.125 -2.244 -1.123
*
```

Computed properties:
**LUMO level**: 0.38 eV
**Kohn-Sham gap**: 11.33 eV

Version b
This record from the Open Molecules 2025 dataset describes a cluster of 6 separate species, H12O6 in total. The level of theory is ωB97M-V/def2-TZVPD.

ORCA input file:
```
! wB97M-V def2-TZVPD RIJCOSX def2/J DEFGRID3
* xyz 0 1
O 18.989 7.474 -6.837
H 19.180 7.356 -7.775
H 19.298 6.654 -6.442
O 19.003 9.324 -4.343
H 18.804 8.649 -5.003
H 19.695 8.934 -3.803
O 17.175 7.711 -9.707
H 16.234 7.875 -9.592
H 17.542 8.565 -9.951
O 20.793 7.798 -10.178
H 21.644 7.873 -10.618
H 20.329 8.610 -10.405
O 19.170 5.618 -9.222
H 18.405 6.164 -9.441
H 19.938 6.088 -9.566
O 19.653 6.335 -3.076
H 20.388 6.275 -3.693
H 20.060 6.269 -2.208
*
```

Computed properties:
**LUMO level**: 0.11 eV
**Kohn-Sham gap**: 10.56 eV

Which one is most stable, and which one is least stable? version a is the most stable of them, while version b is the least stable.

Version a
This record from the Open Molecules 2025 dataset describes the molecule C16H21N3O2. The level of theory is ωB97M-V/def2-TZVPD.

ORCA input file:
```
! wB97M-V def2-TZVPD RIJCOSX def2/J DEFGRID3
* xyz 0 1
C -1.665 -2.353 1.150
C -2.638 -2.194 0.016
O -2.452 -2.643 -1.086
C -3.886 -1.394 0.354
C -3.977 -0.163 -0.565
C -2.775 0.718 -0.378
C -1.655 0.564 -1.180
C -0.516 1.323 -0.979
C -0.475 2.268 0.039
O 0.580 3.093 0.314
C 1.859 2.763 -0.182
C 2.482 1.595 0.592
C 3.718 1.017 -0.098
C 3.367 -0.053 -1.139
N 2.853 -1.230 -0.496
C 1.585 -1.648 -0.337
N 1.558 -2.737 0.395
C 2.857 -2.958 0.674
N 3.668 -2.068 0.156
C -1.604 2.438 0.840
C -2.732 1.672 0.634
H -0.759 -2.859 0.825
H -1.414 -1.371 1.547
H -2.137 -2.925 1.947
H -4.758 -2.028 0.182
H -3.871 -1.083 1.399
H -4.891 0.389 -0.335
H -4.026 -0.507 -1.599
H -1.669 -0.167 -1.976
H 0.326 1.178 -1.639
H 1.824 2.550 -1.258
H 2.455 3.668 -0.040
H 1.728 0.812 0.717
H 2.744 1.949 1.590
H 4.368 0.549 0.643
H 4.280 1.817 -0.583
H 4.269 -0.339 -1.688
H 2.618 0.309 -1.845
H 0.728 -1.167 -0.761
H 3.199 -3.784 1.261
H -1.570 3.182 1.621
H -3.595 1.817 1.268
*
```

Computed properties:
**LUMO level**: 0.75 eV
**Kohn-Sham gap**: 9.30 eV

Version b
This record from the Open Molecules 2025 dataset describes the molecule C16H21N3O2. The level of theory is ωB97M-V/def2-TZVPD.

ORCA input file:
```
! wB97M-V def2-TZVPD RIJCOSX def2/J DEFGRID3
* xyz 0 1
C -1.870 1.517 2.292
C -0.771 0.843 3.106
C 0.594 0.882 2.409
C 0.976 -0.408 1.617
C 1.384 -1.524 2.596
C 1.482 -2.919 1.975
C 2.449 -3.001 0.801
C -0.216 -0.814 0.779
O -1.097 -1.548 1.157
N -0.292 -0.225 -0.460
C 0.714 0.467 -1.114
N 0.635 0.989 -2.264
C -0.530 1.101 -3.007
C -0.488 0.759 -4.359
C -1.608 0.919 -5.151
C -2.776 1.439 -4.617
C -2.818 1.802 -3.281
C -1.707 1.632 -2.476
N 1.921 0.502 -0.455
C 2.186 0.034 0.806
O 3.306 0.078 1.252
H -2.045 0.991 1.358
H -1.605 2.549 2.068
H -2.801 1.519 2.853
H -1.063 -0.188 3.306
H -0.686 1.355 4.066
H 0.617 1.736 1.726
H 1.388 1.032 3.144
H 2.355 -1.245 3.009
H 0.660 -1.562 3.410
H 0.491 -3.249 1.658
H 1.818 -3.602 2.759
H 3.422 -2.602 1.076
H 2.574 -4.037 0.491
H 2.078 -2.440 -0.056
H -1.127 -0.418 -1.004
H 0.428 0.359 -4.765
H -1.568 0.642 -6.194
H -3.648 1.568 -5.240
H -3.721 2.220 -2.861
H -1.734 1.941 -1.440
H 2.691 0.906 -0.975
*
```

Computed properties:
**LUMO level**: 0.67 eV
**Kohn-Sham gap**: 9.28 eV

Version c
This record from the Open Molecules 2025 dataset describes the molecule C16H21N3O2. The level of theory is ωB97M-V/def2-TZVPD.

ORCA input file:
```
! wB97M-V def2-TZVPD RIJCOSX def2/J DEFGRID3
* xyz 0 1
C -5.682 1.048 0.078
C -4.847 -0.172 -0.294
C -3.805 -0.508 0.777
C -3.051 -1.811 0.471
C -3.890 -3.054 0.738
N -2.856 0.595 0.925
C -1.998 0.988 -0.031
O -1.931 0.478 -1.134
C -1.107 2.156 0.388
C 0.039 2.389 -0.604
C 1.105 1.342 -0.466
N 2.202 1.641 0.130
C 3.158 0.664 0.256
C 4.368 0.979 0.885
C 5.342 0.017 1.025
C 5.140 -1.277 0.547
C 3.956 -1.605 -0.072
C 2.957 -0.643 -0.225
C 1.691 -0.975 -0.878
O 1.369 -2.064 -1.305
N 0.831 0.110 -0.974
H -6.203 0.885 1.020
H -5.055 1.931 0.177
H -6.423 1.245 -0.693
H -5.504 -1.032 -0.423
H -4.329 0.006 -1.237
H -4.307 -0.609 1.746
H -2.724 -1.799 -0.568
H -2.158 -1.845 1.100
H -4.233 -3.074 1.771
H -4.758 -3.093 0.085
H -3.293 -3.944 0.559
H -2.852 1.088 1.802
H -0.705 1.976 1.386
H -1.732 3.053 0.429
H 0.497 3.358 -0.414
H -0.365 2.366 -1.618
H 4.510 1.984 1.248
H 6.275 0.266 1.510
H 5.915 -2.019 0.665
H 3.770 -2.599 -0.452
H -0.084 -0.046 -1.399
*
```

Computed properties:
**LUMO level**: 0.55 eV
**Kohn-Sham gap**: 9.00 eV

Which one is most stable, and which one is least stable? version c is the most stable of them, while version a is the least stable.

Version a
This record from the Open Molecules 2025 dataset describes the molecule C5H5FS. The level of theory is ωB97M-V/def2-TZVPD.

ORCA input file:
```
! wB97M-V def2-TZVPD RIJCOSX def2/J DEFGRID3
* xyz 0 1
F -2.451 -0.244 -0.660
C -1.136 -0.216 -0.381
C -0.390 -1.261 -0.118
C 0.925 -0.806 0.396
S 2.066 -0.163 -0.846
C 0.908 0.662 0.232
C -0.490 1.108 -0.181
H -0.614 -2.304 -0.190
H 1.418 -1.280 1.222
H 1.397 1.164 1.043
H -0.592 1.649 -1.101
H -1.041 1.692 0.585
*
```

Computed properties:
**LUMO level**: 0.96 eV
**Kohn-Sham gap**: 9.71 eV

Version b
This record from the Open Molecules 2025 dataset describes the molecule C5H5FS. The level of theory is ωB97M-V/def2-TZVPD.

ORCA input file:
```
! wB97M-V def2-TZVPD RIJCOSX def2/J DEFGRID3
* xyz 0 1
C -2.392 -0.709 0.015
C -1.033 -0.795 0.003
C -0.163 0.431 -0.145
S -0.684 1.963 -0.258
C 1.303 0.157 -0.150
C 2.329 0.913 0.174
F 1.630 -1.136 -0.435
H -2.959 0.186 -0.068
H -2.992 -1.632 0.050
H -0.449 -1.710 0.078
H 2.130 1.951 0.374
H 3.279 0.381 0.361
*
```

Computed properties:
**LUMO level**: -1.25 eV
**Kohn-Sham gap**: 7.75 eV

Which one is most stable, and which one is least stable? version a is the most stable of them, while version b is the least stable.

Version a
This record from the Open Molecules 2025 dataset describes the molecule C2H5N3S3. The level of theory is ωB97M-V/def2-TZVPD.

ORCA input file:
```
! wB97M-V def2-TZVPD RIJCOSX def2/J DEFGRID3
* xyz 0 1
N 0.774 0.099 -1.948
C -0.026 -0.410 -0.986
S -1.407 -1.286 -1.312
N 0.526 -0.057 0.339
S 1.987 0.876 0.557
C -0.487 0.137 1.272
N -1.342 -0.925 1.276
S -0.493 1.490 2.397
H 0.473 -0.160 -2.834
H 1.637 0.818 -1.736
H 1.366 2.110 0.429
H -0.891 -1.795 0.691
H -2.118 -0.897 1.855
*
```

Computed properties:
**LUMO level**: 0.28 eV
**Kohn-Sham gap**: 8.43 eV

Version b
This record from the Open Molecules 2025 dataset describes the molecule C2H5N3S3. The level of theory is ωB97M-V/def2-TZVPD.

ORCA input file:
```
! wB97M-V def2-TZVPD RIJCOSX def2/J DEFGRID3
* xyz 0 1
N -1.719 2.139 0.535
N -0.853 1.047 0.583
C -1.139 -0.147 0.065
S -2.572 -0.574 -0.637
S 0.098 -1.406 0.142
N 1.372 -0.691 1.043
C 2.401 0.020 0.523
S 2.516 0.650 -0.970
H -2.003 2.307 -0.445
H -2.579 1.840 1.025
H 0.071 1.283 0.907
H 1.466 -1.022 1.995
H 3.204 0.159 1.305
*
```

Computed properties:
**LUMO level**: 0.08 eV
**Kohn-Sham gap**: 8.92 eV

Which one is most stable, and which one is least stable? version b is the most stable of them, while version a is the least stable.